[1]
Below is a molecular structure, C8H6Cl2NRhS5Sb at a distorted geometry, with properties calculated with the ωB97M-V functional and the def2-TZVPD basis.

Structure (XYZ):
```
24
Properties=species:S:1:pos:R:3:forces:R:3
Rh -2.017724 0.825649 0.913116 0.1 2.6 -1.7
S -3.157676 2.603906 2.525553 0.2 -0.3 -0.4
Sb -4.722672 0.953764 2.750654 0.9 -0.8 -0.3
S -3.584302 1.819382 -0.494988 0.3 -0.3 1.0
S -3.205771 -0.741072 2.120949 -1.3 -0.5 0.7
S -3.102916 1.262580 -2.403692 0.0 -0.3 -0.3
C -1.514300 0.649359 -2.205549 -0.1 0.1 -0.2
N -0.954668 0.356577 -1.068722 -0.1 -0.4 0.9
C 0.304932 -0.217379 -1.268829 0.0 0.1 0.1
C 1.135457 -0.725743 -0.275924 -0.1 0.0 0.1
C 2.361302 -1.255275 -0.628681 0.0 0.0 0.0
C 2.766179 -1.297019 -1.964879 0.0 0.0 -0.1
C 1.935211 -0.831204 -2.967277 0.0 0.0 0.0
C 0.703020 -0.299569 -2.604000 0.0 0.0 0.0
S -0.557768 0.321696 -3.625053 0.0 0.1 0.0
H 0.788347 -0.727645 0.747606 0.1 0.0 -0.1
H 3.010789 -1.657894 0.137811 0.0 0.0 0.0
H 3.731947 -1.707971 -2.227737 0.0 0.0 0.0
H 2.229399 -0.888790 -4.007243 0.0 0.0 0.0
Cl 0.060100 1.448532 2.270929 0.1 -0.3 0.1
C 0.864926 0.196920 3.258057 -0.1 0.0 0.2
Cl 0.490962 0.376841 4.967247 0.0 0.0 0.0
H 1.932374 0.305144 3.116387 0.0 0.0 0.0
H 0.502850 -0.770787 2.934266 0.0 0.0 -0.1
```
Positions in Å, forces in eV/Å.

Results
Spin multiplicity = 2
Frontier orbital gap (spin up / spin down) = 5.76 / 6.55 eV

***

[2]
Below is a single C8H6Cl2Si molecule at a distorted geometry, with properties calculated with the ωB97M-V functional and the def2-TZVPD basis.

Structure (XYZ):
```
17
Properties=species:S:1:pos:R:3:forces:R:3
C -1.994820 -0.772613 -0.178106 -3.4 -0.2 2.5
C -1.988714 -1.003592 -1.510290 1.0 -0.2 -1.7
C -0.886855 -0.604935 0.605605 2.3 -0.2 0.1
C -0.746588 -1.016729 -2.160485 1.6 -0.4 -1.2
C 0.407457 -0.637249 -0.003846 -0.4 -0.2 0.4
C 0.406255 -0.836864 -1.363647 -1.6 -0.2 -0.6
C 1.641762 -0.471155 0.823123 2.6 2.8 -0.1
C 2.021344 0.772864 1.374139 -2.8 -3.6 -1.9
Si 0.954657 2.203692 1.385994 -1.2 0.5 0.4
Cl 0.334902 2.679346 -0.471640 -0.3 0.2 -0.8
Cl 1.856676 3.857852 2.143866 0.4 0.4 0.3
H -3.063584 -0.828837 0.251998 2.0 0.3 -0.1
H -2.950583 -1.220739 -1.971882 0.5 0.1 -0.4
H -0.813963 -0.582937 1.695334 -0.8 0.2 -0.3
H -0.586817 -1.232824 -3.281680 -0.6 0.4 1.9
H 2.544483 -1.145991 0.710486 -1.6 0.1 0.3
H 2.864386 0.840711 1.951031 2.3 -0.1 1.2
```
Positions in Å, forces in eV/Å.

Results
Frontier orbital gap (spin up / spin down) = 8.44 / 6.80 eV

***

Values for energy above the lowest of the compared OMol25 structures with the same formula, charge and spin, kJ/mol, ordered as above
116.26 284.00
Values for E, Ha, ordered as above
-3625.36489 -1518.24532